Computed, not measured: C4H5N3O in the gas phase at a distorted geometry, with the ωB97M-V functional and the def2-TZVPD basis.

Values from the calculation:
HOMO-LUMO gap   10.9428 eV
Relative energy (zero: lowest compared OMol25 entry of this formula, charge and spin)   47.59 kcal per mole
LUMO   0.38 eV
F_max   2.93 eV/A
Structure (SMILES)   N#CC/N=C\NC=O
HOMO energy   -10.56 eV
E_tot   -10745.5509 eV

```
13
Properties=species:S:1:pos:R:3:forces:R:3
C 1.5481 1.2911 0.3581 -2.842 -0.360 0.422
C 0.7578 -1.0766 0.1426 -0.678 -0.768 0.338
C -1.3406 -0.0065 -0.1739 -1.906 0.899 -0.602
C -2.6315 -0.5786 -0.6269 -2.046 -0.438 -0.175
H 0.4468 1.5054 0.4000 0.696 0.349 -0.049
H 2.6639 -0.3650 0.1188 0.100 -0.166 0.054
H 1.3224 -2.0239 0.1962 -0.755 0.151 0.078
H -1.0496 0.6578 -0.9963 0.543 -0.056 0.054
H -1.6067 0.6563 0.6626 0.317 -0.215 0.142
N 1.7012 -0.0677 0.1710 1.056 0.795 -0.396
N -0.5201 -1.1026 0.1110 2.782 -0.928 0.036
N -3.6755 -1.0046 -0.9085 1.729 0.678 0.310
O 2.3837 2.1148 0.5454 1.004 0.059 -0.212
```
Positions in Å, forces in eV/Å.